Molecular formula: C2H9BNO2
Method: DFT, ωB97M-V with the def2-TZVPD basis set

The geometry in XYZ format:
```
15
Properties=species:S:1:pos:R:3:forces:R:3:mulliken_charge:R:1
O 2.225 1.682 -1.690 -0.2 -0.4 0.1 -0.2997
O -0.081 2.272 -2.483 4.5 0.3 0.4 -0.4181
N -1.656 -0.530 0.570 -3.7 0.0 -2.1 -0.4341
C 0.781 -0.570 0.927 -3.1 1.1 1.0 -1.2000
C -0.316 -0.347 -0.124 2.0 -0.8 -1.5 -0.4403
B 0.955 1.680 -1.911 -2.7 0.1 0.3 0.6270
H 1.046 0.376 1.341 0.5 0.3 1.0 0.2738
H -0.979 2.118 -2.574 -2.4 -0.9 0.1 0.3588
H 2.909 2.066 -2.255 -0.1 0.1 -0.1 0.3821
H -0.075 -1.193 -0.864 -1.7 1.0 0.9 0.2070
H 1.555 -0.984 0.452 3.4 -0.9 -2.2 0.3722
H -1.720 -1.413 1.043 0.4 -0.9 0.7 0.3748
H -1.880 0.171 1.302 0.5 -0.2 -0.7 0.3502
H 0.642 -1.375 1.658 -0.8 0.4 0.5 0.4491
H -2.626 -0.626 -0.067 3.4 0.8 1.6 0.3972
```
Forces are in eV/Å.

## Properties
Relative energy (zero: lowest compared OMol25 entry of this formula, charge and spin) ... 500.1 kJ/mol
HOMO ... -11.6601 eV
Net charge ... +1
Strongest force on any atom ... 4.52 eV Å⁻¹
Gap between HOMO and LUMO ... 7.844 eV